[1]
Here is a single C5H9N molecule from OMol25. Energies are from ωB97M-V/def2-TZVPD.

Last column: natural (NBO) charge in e.
CARTESIAN COORDINATES (ANGSTROEM)
C1 0.036 -1.603 0.844  -0.427
C2 -0.035 -1.663 -0.657  -0.426
C3 0.665 -0.522 0.006  -0.059
N1 0.089 0.822 -0.063  -0.339
C4 0.785 1.973 0.024  -0.230
C5 -1.234 1.168 -0.188  -0.358
H1 -0.873 -1.370 1.398  0.230
H2 0.723 -2.270 1.363  0.217
H3 0.518 -2.413 -1.224  0.224
H4 -0.989 -1.375 -1.079  0.226
H5 1.751 -0.524 -0.026  0.219
H6 1.530 2.237 0.780  0.174
H7 0.502 2.736 -0.682  0.184
H8 -1.858 0.960 -1.064  0.179
H9 -1.610 1.844 0.570  0.184

Values from the calculation:
energy relative to the best compared isomer or geometry (same formula, charge and spin)	99.6	kcal per mole
E	-6816.6752	eV
lowest unoccupied orbital energy (alpha / beta)	0.71 / 0.72	eV
charge	0
frontier orbital gap (alpha / beta)	8.044 / 8.085	eV
strongest force on any atom	0.014	Eh/bohr

---

[2]
Here is a single C5H9N molecule from OMol25. Energies are from ωB97M-V/def2-TZVPD.

Last column: natural (NBO) charge in e.
CARTESIAN COORDINATES (ANGSTROEM)
C1 -0.442 1.180 -1.857  -0.610
C2 0.750 0.640 -1.182  -0.440
C3 0.407 0.042 0.127  -0.229
C4 0.049 -1.210 0.442  -0.059
N1 -0.807 -1.433 1.550  -0.395
C5 -0.467 -1.217 2.736  -0.064
H1 -0.868 2.070 -1.311  0.205
H2 -1.307 0.453 -1.918  0.222
H3 -0.043 1.575 -2.809  0.217
H4 1.618 1.329 -1.004  0.206
H5 1.350 -0.081 -1.766  0.199
H6 0.394 0.914 0.718  0.194
H7 0.289 -2.129 -0.214  0.207
H8 -1.402 -1.337 3.341  0.180
H9 0.480 -0.796 3.146  0.166

Values from the calculation:
energy relative to the best compared isomer or geometry (same formula, charge and spin)	58.2	kcal per mole
E	-6818.4698	eV
lowest unoccupied orbital energy	1.15	eV
charge	0
frontier orbital gap	9.808	eV
SMILES string	C=N/C=C/CC
strongest force on any atom	0.079	Eh/bohr

---

[3]
Here is a single C5H9N molecule from OMol25. Energies are from ωB97M-V/def2-TZVPD.

Last column: natural (NBO) charge in e.
CARTESIAN COORDINATES (ANGSTROEM)
C1 0.698 -1.225 -0.185  -0.215
C2 0.686 1.231 0.085  -0.222
C3 -0.590 0.655 -0.452  -0.259
C4 -1.879 0.015 -0.023  -0.350
C5 -0.587 -0.647 0.352  -0.255
H1 0.634 -1.629 -1.208  0.189
H2 1.110 -1.968 0.484  0.196
H3 2.326 -0.030 0.538  0.363
H4 1.120 2.080 -0.491  0.200
H5 0.619 1.585 1.136  0.179
H6 -0.362 0.334 -1.485  0.196
H7 -2.504 -0.319 -0.851  0.223
H8 -2.428 0.382 0.821  0.223
H9 -0.390 -0.491 1.419  0.189
N1 1.549 0.028 -0.141  -0.658

Values from the calculation:
energy relative to the best compared isomer or geometry (same formula, charge and spin)	77.9	kcal per mole
E	-6817.6186	eV
lowest unoccupied orbital energy	1.18	eV
charge	0
frontier orbital gap	9.703	eV
SMILES string	C1NC[C@@H]2C[C@@H]12
strongest force on any atom	0.025	Eh/bohr

---

[4]
Here is a molecular structure, C5H9N from OMol25. Energies are from ωB97M-V/def2-TZVPD.

Last column: natural (NBO) charge in e.
CARTESIAN COORDINATES (ANGSTROEM)
C1 0.575 -0.108 -0.275  -0.027
C2 0.720 -1.484 0.334  -0.645
C3 1.628 0.314 -1.273  -0.622
N1 -2.659 0.977 1.115  -0.789
C4 -0.647 0.562 -0.187  -0.346
C5 -1.894 0.446 0.166  0.076
H1 0.377 1.088 0.424  0.281
H2 -2.309 1.641 1.799  0.363
H3 -3.659 0.870 1.064  0.385
H4 -0.035 -2.137 -0.119  0.233
H5 0.518 -1.467 1.405  0.228
H6 1.711 -1.911 0.175  0.211
H7 2.637 0.240 -0.860  0.206
H8 1.456 1.328 -1.632  0.227
H9 1.581 -0.359 -2.136  0.219

Values from the calculation:
energy relative to the best compared isomer or geometry (same formula, charge and spin)	100.6	kcal per mole
E	-6816.6326	eV
lowest unoccupied orbital energy	0.85	eV
charge	0
frontier orbital gap	8.493	eV
strongest force on any atom	0.024	Eh/bohr